A cluster of 2 separate species, C12H20NO2 in total in a non-equilibrium geometry, computed with the ωB97M-V functional and the def2-TZVPD basis.

For the largest force on an atom, the calculation gives 4.93 eV/Å. The value obtained for the lowest unoccupied orbital energy is -4.8433 eV. The gap between HOMO and LUMO comes out at 7.9 eV. The value obtained for the HOMO energy is -0.4694 hartree. The total energy comes out at -674.0605 Ha. As for the energy above the lowest of the compared OMol25 structures with the same formula, charge and spin: 512.06 kJ/mol.

```
! RIJCOSX wB97M-V def2-TZVPD def2/J DEFGRID3
* xyz 1 1
C 0.2866 -1.5809 4.0926
O -0.5383 1.9619 -3.5885
H -0.1904 0.7788 2.4827
H -3.4857 -0.7065 -2.8477
H -1.5429 -2.9568 2.5433
C 2.9538 2.1327 -2.5171
C 0.9510 -0.9589 1.6110
H 1.0901 0.8660 -3.9060
H 1.8639 -0.7194 2.0325
H 1.1321 -1.4992 0.6172
H 3.4834 1.9599 -1.5138
H -2.9060 -1.3294 1.1772
H -0.4186 -0.6833 4.4536
C -1.0728 -2.2971 1.9364
H 0.1581 -2.3651 4.8927
N -1.1428 -0.1060 0.8296
C 0.0332 0.3050 1.5016
H 3.1837 3.1714 -2.7817
C -1.9150 -1.0344 1.6233
C 0.8499 1.9513 -3.7912
H 0.7462 -2.8261 2.4338
H -0.9483 -2.8372 1.0137
C -2.2146 -0.1349 -1.3772
O 0.7649 2.3870 -1.4802
H -2.1086 0.4782 -3.4804
C 1.4276 2.2195 -2.4307
H -2.0877 -0.4547 2.4917
H -0.9841 2.5443 -2.8764
H 1.3117 2.4546 -4.6312
C -1.5759 0.2168 -0.3126
H 0.5863 1.0997 0.9566
C 0.2391 -1.9467 2.5367
H 3.3038 1.4376 -3.3183
C -2.6122 -0.0568 -2.6333
H 1.3786 -1.4712 4.2599
*
```

Here are the Mulliken charges for atoms 1 to 2, given in e: C -1.235; O -0.579